# C21H39BN9O2S

A 9-piece molecular cluster, C21H39BN9O2S overall in a non-equilibrium geometry (wB97M-V/def2-TZVPD, the Open Molecules 2025 dataset).

ORCA input file:
```
! RIJCOSX wB97M-V def2-TZVPD def2/J DEFGRID3
* xyz -1 1
N 3.3218 -1.4056 1.6755
C 3.1691 0.0743 1.4505
C 2.1249 0.2068 0.2371
C 1.8270 1.7244 -0.1097
C 0.6807 2.4036 0.7765
B -0.7785 1.6620 0.7056
C -0.8902 0.4406 1.8526
S -1.7865 -1.0531 1.2666
O -1.7767 -1.2279 -0.2304
O -3.2254 -1.0943 1.7525
H 2.4948 -1.7704 2.1499
H 4.1754 -1.5944 2.2115
H 4.1653 0.4987 1.1010
H 2.8235 0.6271 2.3721
H 1.2143 -0.4406 0.3761
H 2.6818 -0.2292 -0.6590
H 2.7921 2.2979 0.1154
H 1.6328 1.9130 -1.2158
H 0.5253 3.4519 0.3450
H 1.0863 2.5676 1.8318
H -1.6578 2.4387 1.0056
H -1.0565 1.2657 -0.3852
H 0.1471 0.1314 2.1979
H -1.4448 0.8198 2.7617
H -1.0942 -2.1667 1.7671
C -5.9962 -0.5755 0.3630
C -6.4290 0.8109 0.0266
N -6.7717 1.8908 -0.2381
H -6.1222 -1.2239 -0.5045
H -4.9444 -0.5789 0.6604
H -6.5998 -0.9605 1.1857
C -1.3949 -3.5972 -2.6755
C -0.2061 -4.1511 -3.3856
N 0.7187 -4.5876 -3.9380
H -1.4977 -4.0692 -1.6988
H -1.2792 -2.5199 -2.5390
H -2.2958 -3.7880 -3.2599
C -2.9342 -1.4368 -5.6244
C -2.4792 -0.4451 -4.6076
N -2.1248 0.3273 -3.8162
H -3.9951 -1.6477 -5.4868
H -2.7769 -1.0379 -6.6266
H -2.3692 -2.3633 -5.5170
C -9.8248 0.7471 2.3139
C -9.3002 -0.6390 2.4746
N -8.8864 -1.7176 2.5958
H -10.8241 0.7162 1.8793
H -9.8728 1.2391 3.2856
H -9.1663 1.3174 1.6565
C 4.2311 -5.6081 -2.9052
C 4.8578 -4.5173 -2.1049
N 5.3496 -3.6684 -1.4831
H 3.3472 -5.2286 -3.4207
H 4.9435 -5.9799 -3.6421
H 3.9371 -6.4269 -2.2483
C 8.7060 -3.9737 -0.3977
C 9.3402 -2.8854 0.4003
N 9.8357 -2.0380 1.0211
H 7.8225 -3.5926 -0.9117
H 9.4139 -4.3501 -1.1368
H 8.4097 -4.7906 0.2604
C 1.2636 5.2127 3.9715
C 1.7860 3.8264 4.1223
N 2.1929 2.7453 4.2386
H 0.2706 5.1853 3.5215
H 1.2009 5.6929 4.9486
H 1.9305 5.7906 3.3309
C 0.9084 7.2814 0.1199
C 1.8583 6.1350 0.0425
N 2.5976 5.2420 -0.0199
H 1.3946 8.1336 0.5955
H 0.5901 7.5660 -0.8830
H 0.0329 6.9972 0.7044
*
```

Results
E = -1889.77846 Ha
molar mass = 492.5 g mol⁻¹
LUMO = 2.29 eV
HOMO-LUMO gap = 7.38 eV
HOMO energy = -5.086 eV

Atom charges from the Löwdin analysis, given in e for atoms 1 to 2: number 1, N, carries -0.047; number 2, C, carries -0.275

=====

# C49H60N3OP3S2Ti

C49H60N3OP3S2Ti as an isolated structure in a non-equilibrium geometry (wB97M-V/def2-TZVPD, the Open Molecules 2025 dataset).

ORCA input file:
```
! RIJCOSX wB97M-V def2-TZVPD def2/J DEFGRID3
* xyz 0 3
Ti 0.3978 0.0825 0.3025
C -0.9707 -5.0133 0.8994
C -1.2063 -3.5564 0.5017
C -2.5627 -3.0328 0.9874
P 0.1141 -2.3087 0.9494
C 1.6897 -3.3241 0.8854
C 2.8376 -2.5165 1.4898
C 2.0348 -3.6688 -0.5616
C -0.0298 -1.9942 2.7287
C -0.4686 -2.9140 3.6801
C -0.4494 -2.6478 5.0377
C -1.0119 -3.6145 6.0464
C 0.1362 -1.4493 5.4388
C 0.5831 -0.5230 4.5211
C 0.4243 -0.7155 3.1304
N 0.7395 0.2486 2.1836
C 1.1776 1.4974 2.7204
C 0.2919 2.3014 3.4653
C -1.1746 1.9784 3.5084
C 0.7904 3.3913 4.1562
C 2.1381 3.7353 4.1169
C 2.6596 4.8750 4.9516
C 2.9761 3.0003 3.2962
C 2.5168 1.8885 2.5984
C 3.4733 1.1017 1.7379
H -1.8191 -5.6122 0.5610
H -0.8840 -5.1493 1.9750
H -0.0725 -5.4163 0.4319
H -1.2213 -3.5301 -0.5886
H -2.6416 -3.0830 2.0725
H -3.3731 -3.6270 0.5595
H -2.7083 -1.9941 0.6847
H 1.5405 -4.2288 1.4805
H 3.0071 -1.6278 0.8800
H 3.7550 -3.1090 1.4983
H 2.6174 -2.2053 2.5110
H 2.1152 -2.7403 -1.1286
H 1.2766 -4.2990 -1.0314
H 2.9946 -4.1882 -0.6139
H -0.8345 -3.8798 3.3617
H -1.4586 -4.4779 5.5539
H -1.7818 -3.1324 6.6517
H -0.2374 -3.9729 6.7279
H 0.2412 -1.2409 6.4983
H 1.0523 0.3850 4.8717
H -1.4050 1.2669 4.3047
H -1.4860 1.5313 2.5639
H -1.7553 2.8862 3.6739
H 0.1109 3.9964 4.7478
H 2.2957 5.8376 4.5850
H 3.7488 4.8981 4.9455
H 2.3238 4.7694 5.9843
H 4.0216 3.2821 3.2129
H 4.2181 1.7582 1.2837
H 2.9052 0.5871 0.9625
H 3.9995 0.3441 2.3221
C -1.7996 -3.3921 -3.2231
P -0.7507 -1.9909 -2.5708
C 0.0350 -1.6354 -4.1987
C -0.3461 -0.6517 -5.1013
C 0.3802 -0.4469 -6.2668
C 1.4648 -1.2542 -6.5700
C 1.8106 -2.2863 -5.7096
C 1.1086 -2.4650 -4.5284
C -2.0879 -0.7479 -2.3250
C -2.1937 -0.0080 -1.1216
C -3.2782 0.8311 -0.9131
C -4.2572 0.9709 -1.8805
C -4.1610 0.2654 -3.0656
C -3.0986 -0.5969 -3.2758
H -2.2295 -3.1420 -4.1916
H -2.6033 -3.6270 -2.5238
H -1.1691 -4.2738 -3.3515
H -1.2139 -0.0418 -4.9012
H 0.0959 0.3489 -6.9446
H 2.0257 -1.0954 -7.4821
H 2.6290 -2.9518 -5.9540
H 1.3962 -3.2645 -3.8563
H -1.4291 -0.0497 -0.3139
H -3.3537 1.3856 0.0136
H -5.0942 1.6346 -1.7087
H -4.9188 0.3770 -3.8309
H -3.0605 -1.1617 -4.1981
C -0.5978 2.3023 -3.2512
N 0.8258 2.2604 -2.9628
C 1.3901 1.4820 -2.0367
N 2.6749 1.7978 -1.7187
O 0.8842 0.4067 -1.5954
H -1.0465 3.1867 -2.8045
H -1.0675 1.4275 -2.8263
H -0.7536 2.3302 -4.3299
H 1.3212 3.1131 -3.1719
H 2.9693 2.7587 -1.7822
H 3.1051 1.2447 -1.0002
S -1.3678 5.3571 -1.6524
P -0.2589 4.7907 -0.1248
S -0.0278 2.8251 0.2163
C -0.8683 5.6002 1.4002
C -0.0175 5.8820 2.4633
C -0.5171 6.5102 3.5941
C -1.8582 6.8574 3.6682
C -2.7059 6.5834 2.6047
C -2.2110 5.9548 1.4726
C 1.4030 5.5592 -0.2812
C 1.4771 6.8734 -0.7365
C 2.7083 7.4942 -0.8708
C 3.8748 6.8040 -0.5622
C 3.8042 5.4913 -0.1221
C 2.5698 4.8702 0.0240
H 1.0307 5.6156 2.4014
H 0.1360 6.7336 4.4287
H -2.2433 7.3364 4.5599
H -3.7497 6.8667 2.6554
H -2.8517 5.7528 0.6236
H 0.5623 7.3965 -0.9842
H 2.7630 8.5197 -1.2134
H 4.8347 7.2965 -0.6520
H 4.7145 4.9546 0.1189
H 2.4954 3.8585 0.4113
*
```

Results
E = -4812.72010 Ha
molar mass = 912.0 g mol⁻¹
LUMO (spin up / spin down) = 0.44 / 0.43 eV
HOMO-LUMO gap (spin up / spin down) = 7.03 / 7.61 eV
HOMO energy (spin up / spin down) = -6.586 / -7.177 eV

Atom charges from the Löwdin analysis, given in e for atoms 1 to 2: number 1, Ti, carries 0.548; number 2, C, carries -0.099

=====

# C3H6IN2O

An isolated ion of composition C3H6IN2O and charge +1 in a non-equilibrium geometry (wB97M-V/def2-TZVPD, the Open Molecules 2025 dataset).

ORCA input file:
```
! RIJCOSX wB97M-V def2-TZVPD def2/J DEFGRID3
* xyz 1 1
C 0.0159 -1.6876 -0.0059
C 0.6633 0.5070 -0.7073
C -0.9371 -0.0186 1.0310
N 0.8277 -0.9532 -0.6695
N 0.0983 0.9469 0.5153
O -0.3142 -2.7508 0.2501
I -2.7756 0.4004 -0.0890
H 1.7020 1.1196 -0.8549
H 0.1215 0.7538 -1.6131
H -0.9180 0.1022 2.1800
H 1.2543 -1.2186 -1.5927
H 0.7621 1.0016 1.2121
H -0.5003 1.7973 0.3439
*
```

Results
E = -599.99581 Ha
molar mass = 213.0 g mol⁻¹
LUMO = -4.09 eV
HOMO-LUMO gap = 9.11 eV
HOMO energy = -13.197 eV

Atom charges from the Löwdin analysis, given in e for atoms 1 to 2: number 1, C, carries -0.361; number 2, C, carries -0.177